# 1
14
Properties=species:S:1:pos:R:3:forces:R:3 method="wB97M-V/def2-TZVPD" homo_lumo_gap_ev="7.033 / 9.299" lumo_ev="0.97 / -1.00" s2=2.007 homo_ev="-6.06 / -10.30" spin_multiplicity=3
S 0.982153 -2.090214 1.259048 0.492 -0.098 0.127
O -0.546442 0.772254 -1.532945 0.204 -0.098 0.014
O -0.485272 -2.060771 1.098058 0.114 0.150 -0.103
N 1.569004 -0.991293 0.125626 -4.874 -0.097 -0.220
C 2.800728 -0.647118 -0.162656 3.921 0.326 -0.082
C -1.625953 0.942443 -1.027491 -0.409 0.021 0.015
C -1.858699 1.158824 0.428527 0.224 -0.016 0.252
H 0.817939 -0.525887 -0.396617 0.144 -0.227 0.294
H 3.603948 -1.120908 0.368085 0.249 -0.037 0.044
H 3.003690 0.088086 -0.914139 -0.122 0.122 -0.136
H -2.545054 0.920816 -1.640302 0.057 -0.037 -0.225
H -1.863308 0.176612 0.908972 0.007 -0.046 0.030
H -1.041356 1.737522 0.853609 0.052 -0.011 0.070
H -2.811379 1.639634 0.632223 -0.060 0.048 -0.081

=====

# 2
69
Properties=species:S:1:pos:R:3:forces:R:3 method="wB97M-V/def2-TZVPD" homo_lumo_gap_ev=6.510 lumo_ev=-6.68 homo_ev=-13.19 charge=+2 spin_multiplicity=1
Ti 0.197100 0.519270 -0.310161 -0.085 3.509 -1.356
S -0.559416 -1.755040 0.503883 -0.483 -1.457 0.635
S -1.067022 2.562664 -0.084601 0.408 -0.415 0.374
F -1.321121 0.462613 -2.166641 -0.900 0.333 -0.008
F -6.026717 3.042975 -1.086095 0.040 -0.034 -0.080
F -5.949358 1.151345 -3.046659 0.240 0.022 0.122
F -3.774282 3.700951 0.265456 -0.118 -0.013 -0.095
F -3.571225 -0.134999 -3.585845 -0.145 0.051 0.077
O 0.009140 -1.794834 1.816644 -0.297 -0.741 0.128
O -1.327492 -0.460369 0.296097 -1.025 -0.751 0.128
N 1.181905 1.348188 -1.915774 0.236 0.268 -0.905
N 2.355072 3.121499 1.824386 -0.394 -0.409 -0.134
N 1.797403 -3.257730 -0.024451 -0.268 0.259 -0.369
N 1.662430 2.530361 -3.702055 -0.198 0.098 0.359
N 0.616763 -1.361241 -0.569894 -1.393 -0.342 0.081
N 1.417901 1.193794 0.922554 0.681 0.126 0.547
N 0.428765 2.194823 2.774755 0.531 -0.113 -0.610
N -3.227804 -6.744592 -0.940831 -0.053 -0.103 -0.083
N 2.848219 -1.125773 -0.040588 -0.449 -0.146 -0.323
C 1.397048 2.172801 1.855669 -0.160 0.792 1.027
C 1.917414 0.571316 -2.777627 0.531 -0.125 -0.746
C 4.072529 -3.061504 0.615965 -0.172 0.091 -0.056
C 1.043523 2.527903 -2.516235 -0.197 0.470 0.102
C -2.516787 1.136798 -1.919661 -0.004 0.194 0.175
C 2.959967 3.724773 2.997674 0.063 0.110 0.367
C -1.551435 -4.209365 1.056401 0.020 -0.099 0.133
C -1.473230 -3.181244 0.119944 0.478 1.020 0.079
C -1.986377 -3.327903 -1.163988 -0.174 -0.141 -0.263
C -3.731436 2.770029 -0.680704 0.306 -0.417 -0.180
C 2.218013 1.302512 -3.890760 0.180 -0.824 0.197
C -4.889012 2.436810 -1.374753 0.160 -0.146 -0.118
C 1.809150 -1.947680 -0.225893 2.093 -0.933 0.470
C -2.584762 -4.511701 -1.516429 0.085 0.212 -0.023
C 3.047142 3.430442 0.588405 0.022 0.051 -0.379
C -2.513977 2.123219 -0.935913 -0.716 -0.192 -0.512
C 2.927604 -3.812156 0.382184 0.266 0.045 0.116
C -4.852095 1.457857 -2.373589 0.243 0.138 0.213
C -0.441945 1.052322 2.981855 -0.150 -0.617 0.151
C -2.148139 -5.393183 0.704577 0.077 0.163 0.057
C -3.649570 0.803754 -2.645951 0.274 -0.055 0.052
C 3.971186 -1.699732 0.386737 0.206 -0.230 0.046
C -2.670203 -5.576555 -0.593236 0.163 0.209 0.078
C 0.012760 3.403966 3.461117 -0.056 0.423 0.230
H -1.076523 3.455364 3.441232 0.043 -0.046 -0.090
H -3.546065 -6.910887 -1.879482 -0.026 -0.023 0.051
H 2.889745 -4.881964 0.530844 0.147 -0.092 0.062
H 3.985370 2.877389 0.492856 0.009 -0.037 -0.012
H 0.071065 0.119945 2.720838 -0.183 0.404 0.199
H 0.504779 3.367886 -2.105529 0.008 -0.077 -0.082
H 2.624304 3.226311 3.901269 -0.017 0.028 0.039
H -0.717660 1.014396 4.037606 0.067 0.012 -0.084
H -2.976238 -4.642336 -2.513255 -0.068 0.010 -0.100
H 4.986086 -3.510078 0.969140 0.067 -0.026 0.009
H 2.198680 -0.439254 -2.537531 -0.029 0.032 -0.091
H 0.325931 3.398415 4.507196 0.032 0.003 -0.068
H -1.906529 -2.514404 -1.871902 -0.027 -0.019 -0.159
H 2.751297 1.041139 -4.783492 0.108 -0.029 -0.073
H 4.804322 -1.033156 0.568974 0.097 -0.034 -0.047
H 0.404309 4.286045 2.961766 0.011 -0.024 0.017
H 2.367965 0.977612 0.596075 -0.254 -0.119 0.025
H 2.745250 4.793250 3.056093 -0.036 -0.052 0.037
H 1.719306 3.301325 -4.355329 -0.113 -0.030 0.194
H 2.402336 3.220910 -0.268708 0.176 0.067 0.141
H 3.287749 4.495299 0.599587 -0.034 -0.083 -0.080
H -3.241762 -7.512041 -0.294153 -0.055 -0.071 -0.030
H 4.042244 3.599368 2.917205 -0.054 -0.006 0.061
H -1.138789 -4.054457 2.039756 0.063 -0.111 0.144
H -2.203197 -6.203152 1.416837 -0.027 -0.024 0.082
H -1.361602 1.139694 2.386136 0.225 0.063 0.150

=====

# 3
19
Properties=species:S:1:pos:R:3:forces:R:3 method="wB97M-V/def2-TZVPD" homo_lumo_gap_ev=8.947 lumo_ev=0.91 homo_ev=-8.04 spin_multiplicity=1
N 0.556376 -1.368908 -1.136584 -0.132 -0.010 -0.356
N -1.125551 -0.012880 0.348655 1.510 -1.472 -0.880
C 0.450810 -0.375609 -0.424443 -5.988 0.439 2.312
C -1.862745 1.082834 -0.215251 -0.197 -0.121 -0.558
C 2.779571 0.333140 0.047128 -2.363 1.370 1.118
C 0.999137 0.636232 0.399254 7.859 -0.177 -1.197
C -1.903939 -1.216230 0.484782 -0.152 -0.151 -0.530
H -2.237991 0.840213 -1.223752 -0.101 0.222 -0.012
H -1.247952 -2.026959 0.807466 -0.166 0.002 0.148
H -1.249933 1.983365 -0.269830 0.012 0.005 -0.074
H -2.732713 1.332801 0.409727 0.175 -0.155 -0.022
H -2.727317 -1.083251 1.199423 0.214 0.027 0.001
H 1.472650 -1.635019 -1.477848 0.307 0.201 0.185
H 0.862861 1.644638 0.024838 -0.386 -0.051 0.278
H 3.077136 -0.644213 0.422363 -0.197 -0.009 -0.031
H 3.001216 0.441376 -1.012834 -0.142 -0.012 0.014
H -2.351508 -1.533946 -0.470909 -0.056 -0.068 0.004
H 3.284407 1.111264 0.615399 0.295 -0.077 -0.104
H 0.955484 0.491151 1.472417 -0.491 0.038 -0.297

=====

# 4
19
Properties=species:S:1:pos:R:3:forces:R:3 method="wB97M-V/def2-TZVPD" homo_lumo_gap_ev=8.410 lumo_ev=-3.71 homo_ev=-12.12 charge=+1 spin_multiplicity=1
S 2.354974 3.267556 -0.660514 -0.334 0.408 -1.250
S 1.907314 1.424376 -0.186159 -0.397 -0.738 0.768
N -1.055449 -0.611103 -0.173700 1.082 -1.529 -0.059
C -0.190990 -1.684026 -0.648273 0.828 0.189 -3.710
C -0.805924 -0.188848 0.985348 -0.126 1.594 2.266
C 0.205248 -0.817403 1.823620 0.634 -1.470 -1.189
C -2.020645 -0.125615 -1.016206 -3.935 -0.644 -4.556
H -2.471125 0.761163 -0.634856 0.093 1.028 -0.108
H 1.156782 -0.772456 1.156448 -1.068 -0.292 2.016
H 0.780330 -1.090175 -0.698512 -0.458 -1.940 0.371
H -0.353795 -2.610945 -0.088219 0.798 0.446 0.126
H -1.267148 0.693626 1.471599 -0.392 -0.515 -1.149
H -0.353723 -1.957719 -1.796637 -0.243 0.827 2.567
H 3.535398 3.056946 -1.202218 0.607 -0.187 -1.575
H -1.801275 -0.144621 -2.192324 0.369 0.690 2.845
H 3.215906 3.868572 0.130682 0.061 0.517 2.041
H -2.912037 -0.831335 -1.076640 1.029 0.359 0.530
H -0.121891 -1.874790 2.019879 0.691 0.632 -0.413
H 0.198051 -0.363204 2.786682 0.762 0.625 0.477

=====

Results for maximum force: 4.88; 3.76; 7.95; 6.05 (in eV Å⁻¹, following the order of the records).
Results for ΔE to the lowest compared entry with this formula, charge and spin: 118.8; 86.2; 366.7; 322.3 (in kJ/mol, following the order of the records).
Results for calculated total energy: -19641.23054; -101176.96710; -8356.33579; -27493.64276 (in eV, following the order of the records).